Record 1
{
  "formula": "C26H37N4OSSi2Sn",
  "method": "ωB97M-V with the def2-TZVPD basis set",
  "elements": ["Sn", "C", "Si", "C", "C", "C", "C", "C", "C", "C", "Si", "C", "C", "H", "H", "H", "H", "H", "H", "H", "H", "H", "H", "H", "H", "H", "H", "H", "H", "C", "C", "N", "C", "C", "C", "S", "N", "C", "O", "C", "C", "C", "C", "C", "C", "H", "H", "H", "H", "H", "H", "H", "H", "H", "H", "H", "H", "H", "H", "H", "C", "C", "N", "C", "C", "N", "H", "H", "H", "H", "H", "H"],
  "positions_angstrom": [[1.312, 0.475, -1.088], [2.502, 3.344, 1.306], [1.866, 2.973, -0.441], [3.112, 3.821, -1.601], [0.242, 3.957, -0.634], [0.253, 5.350, -0.741], [-0.919, 6.079, -0.882], [-2.138, 5.414, -0.915], [-2.169, 4.031, -0.800], [-0.997, 3.282, -0.659], [-1.047, 1.392, -0.411], [-2.502, 0.711, -1.411], [-1.492, 1.131, 1.404], [2.444, 4.418, 1.507], [3.545, 3.037, 1.412], [1.920, 2.817, 2.064], [3.236, 4.883, -1.365], [2.794, 3.742, -2.642], [4.090, 3.341, -1.512], [1.199, 5.884, -0.719], [-0.885, 7.159, -0.968], [-3.060, 5.972, -1.028], [-3.130, 3.527, -0.823], [-3.440, 1.200, -1.127], [-2.609, -0.355, -1.201], [-2.358, 0.852, -2.485], [-2.486, 1.539, 1.614], [-0.774, 1.620, 2.066], [-1.496, 0.067, 1.635], [5.013, 0.650, 2.302], [4.576, 0.231, 0.904], [4.193, -1.167, 0.822], [5.235, -2.155, 0.589], [5.616, -2.949, 1.833], [2.909, -1.601, 0.968], [1.630, -0.441, 1.318], [2.686, -2.857, 0.762], [1.601, -3.556, 1.186], [1.293, -3.700, 2.359], [0.829, -4.266, 0.103], [-0.204, -5.121, 0.470], [-0.963, -5.761, -0.497], [-0.703, -5.540, -1.844], [0.318, -4.675, -2.215], [1.082, -4.042, -1.245], [5.302, 1.703, 2.316], [5.865, 0.059, 2.644], [4.187, 0.511, 3.000], [5.386, 0.395, 0.188], [3.736, 0.841, 0.581], [6.105, -1.621, 0.203], [4.890, -2.842, -0.186], [5.997, -2.294, 2.618], [6.393, -3.679, 1.588], [4.749, -3.484, 2.216], [-0.404, -5.262, 1.523], [-1.765, -6.427, -0.200], [-1.298, -6.034, -2.603], [0.515, -4.486, -3.263], [1.866, -3.349, -1.521], [-4.075, -3.626, -1.259], [-3.501, -3.444, 0.102], [-2.653, -2.513, 0.453], [-2.402, -2.711, 1.791], [-3.105, -3.782, 2.249], [-3.815, -4.242, 1.161], [-3.420, -3.140, -1.978], [-5.066, -3.174, -1.337], [-4.158, -4.682, -1.522], [-1.694, -2.108, 2.332], [-3.147, -4.263, 3.211], [-4.432, -5.033, 1.140]],
  "atomic_forces_ev_per_a": [[0.0, 0.0, 0.0], [0.0, 0.0, 0.0], [0.0, 0.0, -0.1], [0.0, 0.0, 0.1], [-0.1, -0.1, 0.0], [0.0, 0.0, 0.0], [0.0, 0.0, 0.0], [0.0, 0.0, 0.0], [0.0, 0.0, 0.0], [0.1, 0.0, 0.0], [0.0, -0.1, 0.0], [0.0, 0.1, 0.1], [0.0, 0.0, 0.0], [0.0, 0.0, 0.0], [0.0, 0.0, 0.0], [0.0, 0.0, 0.0], [0.0, 0.0, 0.0], [0.0, 0.0, 0.0], [0.0, 0.0, 0.0], [0.0, 0.0, 0.0], [0.0, 0.0, 0.0], [0.0, 0.0, 0.0], [0.0, 0.0, 0.0], [0.0, 0.0, 0.0], [0.0, 0.0, 0.0], [0.0, 0.0, 0.0], [0.0, 0.0, 0.0], [0.0, 0.0, 0.0], [0.0, 0.0, 0.0], [0.0, 0.0, 0.0], [0.0, 0.0, 0.0], [-0.1, 0.1, 0.0], [0.0, 0.0, 0.0], [0.0, 0.0, 0.0], [0.1, -0.1, -0.3], [-0.1, 0.1, 0.2], [0.2, -0.1, 0.1], [-0.1, 0.0, 0.0], [-0.1, 0.0, 0.0], [-0.1, 0.0, 0.0], [0.0, -0.1, 0.0], [0.0, 0.0, 0.0], [0.0, 0.0, 0.0], [0.0, 0.0, 0.0], [0.0, 0.1, 0.0], [0.0, 0.0, 0.0], [0.0, 0.0, 0.0], [0.0, 0.0, 0.0], [0.0, 0.0, 0.0], [0.0, 0.0, 0.0], [0.0, 0.0, 0.0], [0.0, 0.0, 0.0], [0.0, 0.0, 0.0], [0.0, 0.0, 0.0], [0.0, 0.0, 0.0], [0.0, 0.0, 0.0], [0.0, 0.0, 0.0], [0.0, 0.0, 0.0], [0.0, 0.0, 0.0], [0.0, 0.0, 0.0], [0.0, 0.0, 0.0], [0.0, 0.0, 0.0], [0.0, 0.1, 0.0], [0.1, -0.1, 0.0], [0.0, 0.0, 0.0], [0.0, 0.0, -0.1], [0.0, 0.0, 0.0], [0.0, 0.0, 0.0], [0.0, 0.0, 0.0], [0.0, 0.0, 0.0], [0.0, 0.0, 0.0], [0.0, 0.0, 0.0]],
  "e_above_lowest_kcal_mol": 0.0,
  "mol_weight_g_mol": 628.56,
  "total_charge": -1,
  "homo_lumo_gap_ev": 6.48,
  "lumo_energy_ev": 2.6,
  "multiplicity": 1
}

=====

Record 2
{
  "formula": "CH8N2S",
  "method": "ωB97M-V with the def2-TZVPD basis set",
  "elements": ["N", "C", "N", "H", "H", "H", "H", "H", "H", "S", "H", "H"],
  "positions_angstrom": [[-1.818, -1.033, 0.850], [-0.631, -0.232, 0.499], [0.096, -0.727, -0.643], [-2.075, -1.581, 0.039], [-2.610, -0.443, 1.074], [0.039, -0.229, 1.366], [-0.855, 0.819, 0.268], [-0.308, -0.344, -1.489], [0.093, -1.735, -0.745], [3.072, 1.917, -0.879], [3.132, 1.183, 0.237], [1.865, 2.405, -0.576]],
  "atomic_forces_ev_per_a": [[0.1, 0.1, -0.2], [0.2, 0.0, 0.3], [-0.1, 0.2, -0.5], [-0.2, 0.0, 0.0], [0.0, 0.0, 0.1], [-0.1, 0.0, -0.1], [-0.2, -0.2, 0.2], [0.1, -0.1, -0.1], [0.1, 0.0, 0.3], [0.1, 0.1, -0.1], [-0.1, 0.0, 0.0], [0.0, 0.0, 0.0]],
  "e_above_lowest_kcal_mol": 7.6,
  "mol_weight_g_mol": 80.16,
  "homo_lumo_gap_ev": 10.28,
  "smiles": "NCN.S",
  "lumo_energy_ev": 0.9,
  "multiplicity": 1
}

=====

Record 3
{
  "formula": "C33H67Br2F3IN2O2",
  "method": "ωB97M-V with the def2-TZVPD basis set",
  "elements": ["C", "C", "C", "C", "C", "N", "C", "F", "F", "F", "C", "O", "C", "C", "C", "C", "N", "C", "I", "C", "C", "C", "C", "O", "C", "C", "C", "Br", "C", "C", "Br", "H", "H", "H", "H", "H", "H", "H", "H", "H", "H", "H", "H", "H", "H", "H", "H", "H", "H", "H", "H", "H", "H", "H", "H", "H", "H", "H", "H", "H", "H", "H", "H", "H", "H", "H", "H", "H", "H", "H", "C", "C", "C", "C", "C", "C", "H", "H", "H", "H", "H", "H", "H", "H", "H", "H", "H", "H", "H", "H", "C", "C", "C", "C", "C", "C", "H", "H", "H", "H", "H", "H", "H", "H", "H", "H", "H", "H", "H", "H"],
  "positions_angstrom": [[-3.819, 1.642, 2.879], [-3.173, 0.739, 1.821], [-2.668, -0.575, 2.466], [-1.214, -0.860, 2.037], [-0.310, -0.006, 2.927], [-0.786, -2.345, 1.862], [-1.459, -3.166, 2.940], [-0.830, -4.304, 3.191], [-1.545, -2.447, 4.074], [-2.707, -3.485, 2.527], [-1.424, -2.756, 0.504], [-2.698, -2.256, 0.257], [-0.526, -2.387, -0.696], [-0.842, -1.045, -1.421], [-1.894, -0.924, -2.534], [-3.351, -0.713, -2.110], [-3.931, 0.331, -2.971], [-0.555, -3.463, -1.803], [0.664, -5.255, -1.754], [-2.000, -3.929, -2.137], [-2.555, -5.203, -1.492], [0.855, -2.065, 0.066], [2.125, -2.313, -0.752], [0.959, -0.640, 0.368], [0.712, -2.623, 1.518], [1.006, -4.148, 1.457], [1.803, -2.076, 2.480], [1.444, -2.440, 4.381], [3.255, -2.538, 2.164], [3.974, -3.501, 3.109], [4.348, -0.903, 2.125], [-4.385, 1.055, 3.599], [-3.042, 2.161, 3.436], [-4.493, 2.369, 2.439], [-2.331, 1.285, 1.402], [-3.913, 0.502, 1.064], [-2.705, -0.444, 3.544], [-3.402, -1.334, 2.235], [-1.114, -0.405, 1.062], [-0.068, -0.479, 3.870], [-0.853, 0.901, 3.181], [0.575, 0.327, 2.399], [-1.526, -3.836, 0.469], [-3.360, -2.915, 0.471], [0.095, -0.748, -1.889], [-1.070, -0.227, -0.747], [-1.822, -1.678, -3.316], [-1.634, 0.001, -3.053], [-3.450, -0.451, -1.065], [-3.896, -1.645, -2.297], [-4.911, 0.463, -2.769], [-3.838, 0.036, -3.933], [-0.167, -2.991, -2.696], [-1.986, -4.103, -3.213], [-2.699, -3.119, -1.986], [-2.231, -5.384, -0.469], [-2.368, -6.091, -2.083], [-3.642, -5.109, -1.452], [2.004, -1.855, -1.732], [2.958, -1.810, -0.273], [2.428, -3.341, -0.905], [1.321, -0.170, -0.383], [1.282, -4.531, 2.433], [1.805, -4.378, 0.774], [0.156, -4.754, 1.169], [1.838, -1.000, 2.482], [3.400, -2.949, 1.180], [4.860, -3.840, 2.571], [3.396, -4.393, 3.328], [4.347, -3.011, 3.998], [5.871, 5.800, 4.639], [4.388, 5.608, 4.334], [3.704, 4.595, 5.250], [4.259, 3.172, 5.164], [4.221, 2.550, 3.769], [2.809, 2.401, 3.211], [6.436, 4.877, 4.499], [6.306, 6.552, 3.982], [6.015, 6.132, 5.669], [4.265, 5.315, 3.287], [3.879, 6.568, 4.442], [2.633, 4.584, 5.030], [3.793, 4.937, 6.285], [3.690, 2.535, 5.851], [5.289, 3.158, 5.528], [4.687, 1.562, 3.822], [4.828, 3.138, 3.076], [2.196, 1.781, 3.872], [2.831, 1.926, 2.228], [2.318, 3.368, 3.098], [-1.381, 0.240, -6.603], [-2.438, 1.333, -6.747], [-1.943, 2.559, -7.510], [-0.776, 3.294, -6.851], [-1.043, 3.772, -5.424], [-2.182, 4.782, -5.325], [-0.515, 0.590, -6.038], [-1.796, -0.622, -6.074], [-1.036, -0.101, -7.580], [-2.798, 1.627, -5.756], [-3.301, 0.920, -7.275], [-2.779, 3.249, -7.649], [-1.639, 2.253, -8.516], [-0.514, 4.156, -7.471], [0.108, 2.649, -6.848], [-0.129, 4.233, -5.039], [-1.254, 2.919, -4.771], [-1.975, 5.662, -5.937], [-2.314, 5.115, -4.295], [-3.130, 4.355, -5.654]],
  "atomic_forces_ev_per_a": [[0.1, -0.3, -0.1], [0.0, 0.0, 0.8], [-0.4, 0.0, 0.3], [-0.1, 1.7, 0.4], [-0.1, 0.1, 0.1], [-0.8, 0.3, -0.9], [-0.2, 0.0, 1.1], [-0.5, 0.6, 0.0], [-0.1, -0.9, -1.2], [0.8, 0.1, 0.6], [-1.5, -1.0, -2.2], [0.5, 0.4, 0.3], [1.5, 1.0, 1.4], [-0.7, 0.0, -0.6], [0.0, 0.5, 0.0], [-0.3, -0.3, -1.1], [0.4, 0.1, 0.5], [-0.6, -0.2, 0.1], [-0.1, -0.1, -0.2], [0.4, -0.4, -0.4], [-0.6, 0.3, 0.1], [0.3, 1.5, 0.0], [0.2, -0.4, 0.4], [-0.3, -0.4, 0.0], [1.7, -1.9, -0.2], [-0.8, -0.3, 0.6], [0.0, 0.5, 0.5], [0.2, -0.3, -0.2], [0.4, 0.0, 0.6], [0.4, -0.1, -0.6], [0.0, 0.0, -0.2], [-0.2, 0.0, 0.0], [0.0, 0.1, 0.1], [0.0, 0.2, -0.1], [-0.1, 0.0, -0.4], [0.2, 0.0, -0.4], [0.2, -0.1, 0.1], [0.2, -0.2, 0.0], [0.1, -0.7, -0.2], [0.1, 0.0, 0.0], [-0.2, 0.0, -0.1], [0.1, -0.1, 0.1], [0.5, -0.1, 0.7], [-0.2, -0.1, 0.2], [0.1, -0.1, -0.1], [0.0, -0.1, 0.3], [0.0, -0.2, 0.1], [0.1, 0.1, 0.1], [0.0, 0.2, 0.1], [-0.1, -0.2, 0.5], [-0.1, 0.0, -0.1], [-0.2, 0.1, -0.2], [0.2, 0.1, 0.0], [-0.1, 0.0, -0.1], [0.1, 0.1, 0.2], [0.2, -0.1, 0.1], [0.3, -0.1, 0.1], [-0.1, 0.0, 0.0], [-0.2, 0.0, -0.2], [0.0, 0.3, 0.0], [-0.2, -0.1, -0.1], [0.1, 0.1, -0.2], [0.2, 0.1, 0.1], [0.1, 0.2, -0.2], [0.0, 0.0, -0.3], [-0.2, -0.1, -0.2], [-0.5, 0.0, -0.2], [0.1, 0.0, 0.0], [-0.2, 0.0, 0.2], [-0.3, 0.0, 0.3], [-0.1, 0.0, -0.1], [0.1, 0.0, 0.1], [-0.1, 0.0, 0.0], [0.0, 0.0, 0.0], [-0.1, -0.1, 0.0], [0.1, 0.0, -0.1], [0.0, 0.0, 0.0], [0.0, 0.0, 0.0], [0.0, 0.0, 0.0], [0.0, 0.0, 0.0], [0.0, 0.0, 0.0], [0.0, 0.0, 0.0], [0.0, 0.0, 0.0], [0.0, 0.0, 0.0], [0.0, 0.0, 0.0], [0.0, 0.0, 0.0], [0.0, 0.0, 0.0], [0.0, 0.0, 0.0], [0.0, 0.0, 0.0], [0.0, 0.0, 0.0], [-0.1, 0.0, 0.1], [0.0, -0.1, -0.1], [0.0, 0.1, 0.0], [0.0, 0.0, 0.0], [0.0, 0.1, -0.1], [0.0, -0.1, 0.1], [0.0, 0.0, 0.0], [0.1, 0.0, 0.0], [0.0, 0.0, 0.0], [0.0, 0.0, 0.0], [0.0, 0.0, 0.0], [0.0, 0.0, 0.0], [0.0, 0.0, 0.0], [0.0, 0.0, 0.0], [0.0, 0.0, 0.0], [0.0, 0.0, 0.0], [0.0, 0.0, 0.0], [0.0, 0.0, 0.0], [0.0, 0.0, 0.0], [0.0, 0.0, 0.0]],
  "mol_weight_g_mol": 867.62,
  "total_charge": 1,
  "homo_lumo_gap_ev": 9.47,
  "lumo_energy_ev": -2.2,
  "multiplicity": 1
}